A single C18H19BrN4O2S3 molecule at a distorted geometry, computed with the ωB97M-V functional and the def2-TZVPD basis.

Calculated values
HOMO-LUMO gap = 0.314 Ha
Total charge = 0
Lowest unoccupied orbital energy = -0.29 eV
M = 499.48 g/mol
Energy relative to the best compared isomer or geometry (same formula, charge and spin) = 0.0 kcal/mol
SMILES = [H]/N=C(/N)c1cc(S(=O)(=O)c2cc(Br)c3c(c2)ncn3CC=C(C)C)c(SC)s1

```
47
Properties=species:S:1:pos:R:3:forces:R:3:lowdin_charge:R:1
H 2.65312 3.66016 3.91171 0.072 0.007 -0.608 0.022
N 2.26382 3.69363 4.83145 0.104 0.829 -0.628 0.122
C 1.88140 2.55964 5.26759 1.142 2.737 0.396 -0.545
N 1.47787 2.65151 6.54973 -1.021 -2.659 0.720 0.120
C 2.04996 1.35242 4.50652 0.024 -1.828 -0.523 -0.429
C 2.57698 1.28363 3.23620 -0.376 -1.112 0.421 -0.060
C 2.66285 -0.08059 2.77419 -0.144 1.302 -0.433 -0.373
S 3.16315 -0.48318 1.09538 3.016 -0.019 -1.494 0.750
O 4.19361 -1.53276 1.16021 -2.138 0.513 0.260 -0.328
O 3.67497 0.69463 0.36438 -1.893 -0.968 1.555 -0.315
C 1.62494 -1.05015 0.31302 0.293 -0.695 0.024 -0.282
C 0.58747 -0.15359 0.11172 -1.737 1.049 -0.457 -0.111
C -0.61922 -0.52038 -0.51241 0.921 -1.382 -0.051 -0.557
Br -2.02570 0.73536 -0.76104 0.383 -0.203 0.086 0.780
C -0.72950 -1.87873 -0.97970 -1.022 1.411 0.496 -0.173
C 0.32560 -2.76400 -0.79018 1.754 0.081 0.557 -0.241
C 1.48888 -2.35332 -0.12519 0.447 0.115 -0.161 0.014
N 0.11344 -4.02569 -1.33737 -2.035 1.568 -0.420 0.142
C -1.10603 -3.85695 -1.82652 0.268 -0.782 0.435 -0.122
N -1.72037 -2.62846 -1.61319 0.630 -1.193 0.123 -0.011
C -3.10530 -2.32783 -2.03879 0.538 0.627 -0.419 -0.151
C -3.06739 -1.83399 -3.46741 -3.232 1.671 -0.876 -0.047
C -4.12359 -1.19974 -4.11577 3.891 -1.144 0.648 -0.346
C -3.81300 -0.74271 -5.52892 -0.744 0.413 0.340 -0.073
C -5.43853 -0.85135 -3.55935 -0.626 -0.818 -0.071 -0.063
C 2.22529 -0.99537 3.68122 0.066 -1.043 0.364 -0.848
S 2.13255 -2.76794 3.47486 0.053 0.168 0.509 0.838
C 3.72418 -3.34798 4.19157 -0.423 0.090 0.086 -0.349
S 1.67020 -0.23894 5.13749 0.429 0.513 -0.941 1.074
H 1.27274 1.82248 7.07872 -0.123 0.241 0.228 0.079
H 1.48275 3.54801 6.97496 0.079 0.431 0.156 0.096
H 2.89677 2.13435 2.65632 0.003 -0.066 -0.115 0.117
H 0.67713 0.88738 0.41235 0.090 -0.144 0.049 0.111
H 2.31374 -3.03277 -0.03543 0.222 -0.317 0.181 0.119
H -1.62498 -4.67841 -2.30690 -0.198 0.289 -0.072 0.133
H -3.79083 -3.17397 -1.94205 0.629 -0.437 0.131 0.128
H -3.52317 -1.58799 -1.35488 0.229 0.130 -0.099 0.079
H -2.15713 -1.92283 -4.03500 0.312 -0.233 0.142 0.101
H -2.73981 -0.62093 -5.65200 -0.029 -0.184 -0.240 0.072
H -4.28280 0.23882 -5.73582 0.141 -0.459 0.043 0.086
H -4.22607 -1.47398 -6.23065 0.162 0.190 -0.168 0.083
H -5.46954 0.21321 -3.36471 -0.198 0.328 0.012 0.087
H -6.19661 -1.10678 -4.32972 0.118 0.264 0.614 0.098
H -5.65178 -1.39218 -2.62932 -0.112 0.162 -0.220 0.078
H 3.88935 -3.04272 5.22297 -0.240 0.172 -0.050 0.040
H 4.50289 -2.99561 3.55824 0.698 0.418 -0.428 0.016
H 3.76036 -4.43513 4.15808 -0.424 -0.035 -0.099 0.039
```
Positions in Å, forces in eV/Å.

=====

A single C18H19Cl2N5O molecule at a distorted geometry, computed with the ωB97M-V functional and the def2-TZVPD basis.

Calculated values
HOMO-LUMO gap = 0.307 Ha
Total charge = 0
Lowest unoccupied orbital energy = 0.40 eV
M = 392.29 g/mol
Energy relative to the best compared isomer or geometry (same formula, charge and spin) = 0.0 kcal/mol
SMILES = C[C@H]1[C@H]2NN[C@@H](c3ncccn3)[C@@H]2CCN1C(=O)c1cccc(Cl)c1Cl

```
45
Properties=species:S:1:pos:R:3:forces:R:3:lowdin_charge:R:1
C -1.33792 1.08289 -0.64364 0.285 -0.290 -0.211 -0.019
C -0.07189 0.30075 -0.99328 0.578 0.665 0.478 -0.259
C 0.88035 0.27825 0.19584 0.250 0.417 0.763 -0.276
N 1.17746 1.56948 0.83133 -0.834 1.063 -0.942 -0.019
N 1.75152 1.20910 2.07790 0.593 0.242 1.151 -0.040
C 1.22109 -0.09208 2.53162 -0.264 0.591 0.336 -0.214
C 0.48446 0.02543 3.87770 -0.871 -0.981 1.370 -0.252
N 0.58116 1.15897 4.57226 0.559 0.751 -0.270 0.109
C 0.05129 1.25379 5.79087 -1.081 -1.116 -0.144 -0.111
C -0.62974 0.17831 6.35508 -0.008 0.566 0.344 -0.055
C -0.71336 -0.97058 5.59787 1.161 1.011 -1.107 -0.121
N -0.18226 -1.05784 4.36832 0.499 0.334 -0.338 0.137
C 0.38260 -0.56518 1.35140 -0.556 -0.876 -0.194 -0.238
C 0.35259 -2.02532 0.84179 -1.903 0.157 1.659 -0.098
C -0.59760 -2.10324 -0.38004 -0.053 -0.574 0.471 -0.129
N -0.39650 -1.08438 -1.40262 1.463 0.686 -1.895 0.011
C -0.58343 -1.42915 -2.75734 -2.044 -1.595 2.106 -0.413
O -1.22001 -2.44744 -3.02610 0.870 0.260 0.073 0.073
C -0.27631 -0.52080 -3.86930 0.243 1.094 0.287 -0.190
C -1.34357 0.17330 -4.45287 -0.051 -0.151 0.199 -0.017
C -1.11024 1.11952 -5.43522 0.731 1.022 -0.041 -0.064
C 0.20946 1.46907 -5.77360 -0.193 -0.797 0.092 -0.088
C 1.26565 0.74818 -5.18876 -0.936 0.324 -0.305 -0.709
Cl 2.85701 1.14658 -5.61754 0.796 0.260 -0.330 0.707
C 1.02445 -0.26010 -4.25488 0.702 0.057 -0.274 -0.586
Cl 2.39856 -1.17330 -3.61829 -0.978 0.421 -0.054 0.685
H -1.86987 1.15194 -1.55986 -0.975 0.040 -0.754 0.061
H -1.14998 2.11217 -0.34990 0.158 -0.011 0.195 0.078
H -1.94049 0.56445 0.10111 -0.041 0.119 -0.023 0.086
H 0.48435 0.85742 -1.78169 -0.564 -0.659 0.146 0.157
H 1.82786 -0.13902 -0.13659 0.302 -0.041 -0.089 0.154
H 0.31577 2.12555 0.99075 0.439 -0.792 -0.151 0.105
H 1.61487 1.93930 2.80241 0.041 -0.647 -0.885 0.107
H 2.07584 -0.72820 2.67187 0.385 -0.618 0.367 0.139
H 0.03459 2.17838 6.35393 0.559 0.303 -0.382 0.108
H -1.10507 0.25362 7.34066 0.336 -0.073 -0.441 0.108
H -1.14511 -1.83208 6.01945 -0.697 -1.108 0.121 0.093
H -0.61938 -0.22268 1.61674 -0.382 -0.284 -0.328 0.138
H 1.32252 -2.36629 0.59116 1.190 -0.200 -0.345 0.099
H -0.03333 -2.73238 1.65931 0.383 0.939 -1.218 0.140
H -0.53339 -3.11591 -0.80853 0.013 0.611 -0.204 0.131
H -1.61436 -2.00008 -0.02762 -0.471 -0.097 0.324 0.120
H -2.35151 -0.01228 -4.07154 0.349 -0.047 -0.266 0.131
H -1.90440 1.73696 -5.86274 0.066 -0.502 0.144 0.111
H 0.41627 2.24491 -6.52744 -0.046 -0.476 0.566 0.113
```
Positions in Å, forces in eV/Å.

=====

A single C18H19Cl2NOS molecule, computed with the ωB97M-V functional and the def2-TZVPD basis.

Calculated values
HOMO-LUMO gap = 0.341 Ha
Total charge = 0
Lowest unoccupied orbital energy = 0.62 eV
M = 368.33 g/mol
Energy relative to the best compared isomer or geometry (same formula, charge and spin) = 0.0 kcal/mol
SMILES = O=C(CCSCc1cccc(Cl)c1)NCCc1ccc(Cl)cc1

```
42
Properties=species:S:1:pos:R:3:forces:R:3:lowdin_charge:R:1
O 2.07247 1.09343 -1.77873 0.385 -0.225 -0.305 0.050
C 1.26061 1.51288 -0.98101 -0.338 0.381 0.527 -0.495
C 1.63416 2.14925 0.35527 0.235 0.039 -0.183 -0.152
C 3.13739 2.37657 0.47416 0.127 -0.383 0.196 -0.465
S 3.98551 1.16340 1.53203 0.223 0.075 -0.226 0.874
C 3.75863 -0.36009 0.55176 0.244 0.476 0.234 -0.411
C 2.52240 -1.13418 0.89548 -0.211 -0.095 0.007 -0.290
C 2.02750 -1.17090 2.19343 0.026 -0.042 0.013 -0.069
C 0.91096 -1.92832 2.49871 0.007 -0.035 -0.014 -0.073
C 0.28059 -2.67616 1.51910 -0.036 -0.073 -0.090 -0.130
C 0.78195 -2.64227 0.22763 0.034 0.009 0.161 -0.671
Cl 0.01542 -3.59658 -1.00265 -0.046 -0.100 -0.073 0.693
C 1.88369 -1.86944 -0.09635 -0.057 -0.035 0.055 -0.066
N -0.06966 1.50050 -1.20481 -0.386 -0.007 -0.065 0.068
C -0.66806 0.93556 -2.39085 0.031 -0.224 -0.202 -0.156
C -1.39678 -0.38489 -2.09562 0.101 0.314 -0.014 -0.131
C -2.46977 -0.18120 -1.06649 0.031 -0.118 -0.069 -0.235
C -3.75253 0.20171 -1.43958 0.060 -0.025 0.091 -0.032
C -4.73106 0.43542 -0.49059 -0.058 0.029 0.099 -0.101
C -4.42308 0.28885 0.85236 0.159 -0.037 -0.137 -0.679
Cl -5.64053 0.57992 2.04706 -0.139 0.028 0.133 0.666
C -3.15080 -0.09041 1.24807 -0.130 0.061 0.057 -0.095
C -2.18294 -0.32065 0.28695 -0.056 -0.014 -0.062 -0.039
H 1.28141 1.49783 1.15894 -0.060 0.063 -0.013 0.107
H 1.10255 3.09972 0.43958 -0.065 -0.033 -0.004 0.119
H 3.60275 2.33353 -0.51170 -0.061 0.144 0.066 0.076
H 3.36026 3.33657 0.93645 -0.001 0.013 -0.029 0.069
H 4.64196 -0.96663 0.76333 -0.012 0.014 -0.081 0.084
H 3.76346 -0.07500 -0.49963 0.049 -0.115 -0.003 0.073
H 2.52454 -0.59882 2.96278 -0.020 0.046 0.044 0.086
H 0.53214 -1.94601 3.50944 -0.038 -0.019 0.099 0.107
H -0.58435 -3.27790 1.74914 -0.091 -0.066 -0.010 0.106
H 2.24993 -1.84271 -1.11092 0.020 0.003 -0.136 0.120
H -0.70001 1.79104 -0.47369 0.173 0.055 0.041 0.137
H -1.37078 1.66171 -2.81224 0.074 -0.065 -0.039 0.125
H 0.14323 0.76269 -3.10067 -0.136 0.081 0.018 0.121
H -1.82933 -0.75412 -3.02590 0.012 -0.082 -0.023 0.121
H -0.66973 -1.11182 -1.73653 -0.003 -0.019 -0.072 0.064
H -3.99309 0.31276 -2.48679 -0.034 0.004 -0.129 0.117
H -5.72620 0.72710 -0.78744 -0.101 0.026 0.004 0.104
H -2.92170 -0.20642 2.29580 -0.009 -0.006 0.115 0.105
H -1.19309 -0.62591 0.59473 0.100 -0.044 0.018 0.097
```
Positions in Å, forces in eV/Å.

=====

A molecular structure, C18H19N3O2Zr at a distorted geometry, computed with the ωB97M-V functional and the def2-TZVPD basis.

Calculated values
HOMO-LUMO gap = 0.232 Ha
Total charge = +2
Lowest unoccupied orbital energy = -8.00 eV
M = 400.59 g/mol
Energy relative to the best compared isomer or geometry (same formula, charge and spin) = 10.3 kcal/mol

```
43
Properties=species:S:1:pos:R:3:forces:R:3:lowdin_charge:R:1
Zr -0.71984 -0.78379 -1.26777 0.134 1.136 -2.238 1.964
C -4.82742 -1.19615 -0.70102 0.072 -0.101 -0.159 0.016
C -3.40361 -1.31159 -0.28139 -0.664 -0.183 0.576 -0.368
O -2.51127 -1.39338 -1.27603 -1.448 -0.597 0.402 -0.239
C -3.03350 -1.37189 1.03666 0.060 -0.006 -0.248 0.028
C -1.69825 -1.48562 1.52220 0.241 0.091 -0.125 -0.236
C -1.39345 -1.97260 2.88686 -0.015 0.055 0.089 0.017
N -0.68898 -1.16001 0.71553 0.027 -0.667 0.382 -0.153
N 0.62991 -1.36842 1.13828 0.283 0.017 0.296 0.110
C 1.45387 -1.58822 0.15582 -0.068 -0.174 0.948 -0.371
O 0.98834 -1.60309 -1.11974 1.170 -0.859 0.262 -0.234
C 2.86043 -1.85286 0.40440 0.274 -0.015 -0.209 -0.171
C 3.68108 -2.27395 -0.64583 -0.151 0.046 -0.021 -0.014
C 5.00879 -2.57131 -0.40397 0.101 -0.023 0.011 -0.047
C 5.52498 -2.44708 0.87925 -0.058 0.013 -0.036 -0.035
C 4.71289 -2.02202 1.92624 0.062 -0.007 0.020 -0.045
C 3.38559 -1.72508 1.69586 -0.170 0.042 -0.058 -0.012
H -5.19282 -2.17079 -1.03567 0.040 -0.010 -0.015 0.118
H -4.91281 -0.52112 -1.55361 -0.022 0.012 0.020 0.099
H -5.45922 -0.85082 0.11183 0.023 -0.004 0.024 0.103
H -3.82997 -1.43220 1.76316 0.001 0.039 0.021 0.137
H -2.29173 -2.20341 3.45025 -0.031 0.014 -0.051 0.100
H -0.79087 -1.23558 3.42173 0.006 -0.004 -0.010 0.112
H -0.76653 -2.86394 2.80299 -0.014 -0.008 0.025 0.115
H 3.27226 -2.37993 -1.64216 0.026 -0.008 0.010 0.116
H 5.64383 -2.90551 -1.21275 -0.010 0.003 -0.002 0.118
H 6.56412 -2.68284 1.06454 0.002 0.001 0.010 0.121
H 5.12300 -1.92606 2.92207 -0.015 0.003 0.002 0.118
H 2.73959 -1.39622 2.49787 0.051 -0.008 0.041 0.115
C -0.74646 5.61749 -1.41504 0.038 0.164 0.008 -0.002
C -0.73459 4.13382 -1.38744 -0.023 -0.296 -0.007 -0.193
C -1.91621 3.38333 -1.44679 0.032 0.086 -0.006 0.033
C -1.86456 2.01436 -1.41427 -0.010 0.054 0.014 -0.082
N -0.69465 1.33050 -1.32628 0.022 1.196 -0.016 -0.153
C 0.45756 2.04884 -1.27067 0.044 0.033 0.032 -0.075
C 0.46836 3.41763 -1.29959 0.002 0.089 -0.011 0.032
H -1.75459 6.01773 -1.48043 0.006 0.001 0.001 0.096
H -0.16375 5.98561 -2.26254 -0.016 -0.033 -0.013 0.114
H -0.26493 6.01251 -0.51757 -0.021 -0.016 0.008 0.113
H -2.87404 3.88026 -1.51992 -0.010 -0.035 0.003 0.139
H -2.77289 1.42472 -1.46060 -0.023 -0.001 0.003 0.119
H 1.38024 1.48369 -1.19958 0.030 0.007 0.010 0.131
H 1.41209 3.94497 -1.25487 0.018 -0.044 0.006 0.143
```
Positions in Å, forces in eV/Å.